(1)
Below is an isolated ion of composition C9H12N3 and charge +1, with properties calculated with ωB97M-V/def2-TZVPD.

Properties
Kohn-Sham gap, eV: 8.236
SMILES: N[C@@H]1[NH2+]C=CN1c1ccccc1
LUMO, eV: -3.24

```
! wB97M-V def2-TZVPD RIJCOSX def2/J DEFGRID3
* xyz 1 1
N 0.35 1.31 1.76
C -0.83 0.98 1.25
N -1.62 0.36 2.30
C -1.81 -1.05 1.92
C -1.28 -1.34 0.67
N -0.81 -0.33 -0.04
C 0.16 -0.23 -0.98
C 0.64 -1.49 -1.44
C 1.39 -1.36 -2.65
C 1.89 -0.24 -3.15
C 1.46 0.97 -2.57
C 0.50 0.97 -1.58
H 0.92 1.92 1.24
H 0.76 0.55 2.31
H -1.37 1.86 0.74
H -2.50 0.85 2.36
H -1.18 0.38 3.24
H -2.19 -1.63 2.79
H -1.39 -2.38 0.32
H 0.35 -2.41 -1.11
H 1.78 -2.33 -3.01
H 2.33 -0.07 -4.09
H 1.74 2.00 -2.98
H 0.05 1.90 -1.25
*
```

Electronic structure analysis, Löwdin charges in units of e: atom 1 (N): 0.142, atom 2 (C): -0.246, atom 3 (N): 0.074, atom 4 (C): -0.051, atom 5 (C): -0.094, atom 6 (N): 0.044, atom 7 (C): -0.285, atom 8 (C): 0.032, atom 9 (C): -0.080, atom 10 (C): -0.090, atom 11 (C): -0.055, atom 12 (C): -0.048, atom 13 (H): 0.108, atom 14 (H): 0.150, atom 15 (H): 0.194, atom 16 (H): 0.181, atom 17 (H): 0.197, atom 18 (H): 0.133, atom 19 (H): 0.149, atom 20 (H): 0.073, atom 21 (H): 0.125, atom 22 (H): 0.099, atom 23 (H): 0.141, atom 24 (H): 0.108


(2)
Below is a 2-piece molecular cluster, C9H12N3 overall, with properties calculated with ωB97M-V/def2-TZVPD.

Properties
Kohn-Sham gap, eV: 7.661
LUMO, eV: -4.83

```
! wB97M-V def2-TZVPD RIJCOSX def2/J DEFGRID3
* xyz 1 1
C -1.64 3.70 0.42
C -1.53 3.49 1.75
C -0.66 1.72 0.78
C 0.49 -1.82 -2.23
C -0.49 -1.31 -1.47
C 1.46 -2.60 -0.06
C 0.22 -1.95 0.76
C 1.73 -1.69 -1.30
C 0.17 -0.87 -0.24
N -1.11 2.55 -0.16
N -0.91 2.25 1.99
N 1.35 -0.37 -0.64
H -2.14 4.33 -0.15
H -1.95 4.04 2.58
H 0.40 -2.41 -3.09
H -1.55 -1.41 -1.70
H 2.34 -2.45 0.55
H 1.15 -3.57 -0.30
H -0.71 -2.47 0.62
H 0.46 -1.74 1.81
H 2.79 -1.73 -1.70
H -0.85 1.82 2.87
H 1.89 0.07 0.02
H -0.88 2.40 -1.11
*
```

Electronic structure analysis, Löwdin charges in units of e: atom 1 (C): -0.043, atom 2 (C): -0.068, atom 3 (C): -0.092, atom 4 (C): 0.062, atom 5 (C): -0.009, atom 6 (C): -0.058, atom 7 (C): -0.029, atom 8 (C): -0.171, atom 9 (C): -0.232, atom 10 (N): 0.042, atom 11 (N): 0.062, atom 12 (N): 0.079, atom 13 (H): 0.075, atom 14 (H): 0.123, atom 15 (H): 0.106, atom 16 (H): 0.136, atom 17 (H): 0.122, atom 18 (H): 0.108, atom 19 (H): 0.113, atom 20 (H): 0.137, atom 21 (H): 0.176, atom 22 (H): 0.126, atom 23 (H): 0.102, atom 24 (H): 0.135


(1) is preferred energetically. Next in line: 53.9 kcal/mol higher.


(1)
Below is an isolated ion of composition C2H7N2 and charge +1, with properties calculated with ωB97M-V/def2-TZVPD.

Properties
Kohn-Sham gap, eV: 6.038
LUMO, eV: -9.23

```
! wB97M-V def2-TZVPD RIJCOSX def2/J DEFGRID3
* xyz 1 1
C 0.67 -0.47 1.40
N -0.34 0.39 0.79
C -0.82 0.07 -0.48
N 0.08 0.58 -1.56
H 0.29 -0.77 2.40
H 1.66 0.05 1.55
H 0.89 -1.42 0.84
H -1.79 0.55 -0.64
H -0.94 -1.02 -0.61
H -0.30 0.69 -2.50
H 0.61 1.35 -1.21
*
```

Electronic structure analysis, Löwdin charges in units of e: atom 1 (C): -0.012, atom 2 (N): 0.214, atom 3 (C): -0.258, atom 4 (N): 0.137, atom 5 (H): 0.142, atom 6 (H): 0.165, atom 7 (H): 0.115, atom 8 (H): 0.152, atom 9 (H): 0.138, atom 10 (H): 0.121, atom 11 (H): 0.087


(2)
Below is an isolated ion of composition C2H7N2 and charge +1, with properties calculated with ωB97M-V/def2-TZVPD.

Properties
Kohn-Sham gap, eV: 6.912
LUMO, eV: -8.39

```
! wB97M-V def2-TZVPD RIJCOSX def2/J DEFGRID3
* xyz 1 1
C -0.64 -1.49 -0.39
N 0.67 1.86 -0.01
C 0.12 0.57 0.32
N 0.03 -0.32 -0.66
H -1.00 -1.66 0.62
H 0.03 -2.35 -0.61
H -1.42 -1.67 -1.15
H 1.22 1.80 -0.86
H 1.25 2.26 0.72
H -0.88 0.80 0.78
H 0.63 0.20 1.23
*
```

Electronic structure analysis, Löwdin charges in units of e: atom 1 (C): -0.063, atom 2 (N): 0.099, atom 3 (C): -0.290, atom 4 (N): 0.180, atom 5 (H): 0.109, atom 6 (H): 0.153, atom 7 (H): 0.151, atom 8 (H): 0.109, atom 9 (H): 0.107, atom 10 (H): 0.223, atom 11 (H): 0.222


(2) is preferred energetically. Next in line: 23.8 kcal/mol higher.


(1)
Below is a 2-piece molecular cluster, C3H7O4S overall, with properties calculated with ωB97M-V/def2-TZVPD.

Properties
Kohn-Sham gap (alpha / beta), eV: 8.660 / 7.296
LUMO (alpha / beta), eV: 3.94 / 3.74

```
! wB97M-V def2-TZVPD RIJCOSX def2/J DEFGRID3
* xyz -1 1
C -0.87 -1.65 0.13
C 0.16 1.45 -0.62
C 0.75 0.49 0.29
O 2.48 -1.37 -0.97
O 3.03 0.96 -0.74
O 2.97 -0.48 1.24
O 0.91 0.82 1.62
S 2.40 -0.20 -0.13
H -1.02 -2.14 1.06
H -1.89 -1.54 -0.20
H -0.02 -1.88 -0.52
H 0.27 1.03 -1.58
H 0.60 2.41 -0.43
H -0.84 1.55 -0.42
H 1.67 0.13 1.70
*
```

Electronic structure analysis, Löwdin charges in units of e: atom 1 (C): 0.040, atom 2 (C): -0.086, atom 3 (C): -0.417, atom 4 (O): -0.360, atom 5 (O): -0.351, atom 6 (O): -0.356, atom 7 (O): -0.055, atom 8 (S): 0.459, atom 9 (H): -0.046, atom 10 (H): -0.039, atom 11 (H): -0.031, atom 12 (H): 0.079, atom 13 (H): 0.087, atom 14 (H): 0.049, atom 15 (H): 0.026


(2)
Below is an isolated ion of composition C3H7O4S and charge -1, with properties calculated with ωB97M-V/def2-TZVPD.

Properties
Kohn-Sham gap, eV: 8.831
SMILES: CC(C)(O)S(=O)(=O)[O-]
LUMO, eV: 3.93

```
! wB97M-V def2-TZVPD RIJCOSX def2/J DEFGRID3
* xyz -1 1
C 0.02 -0.49 -1.11
C -0.57 0.31 0.04
C -0.02 0.07 1.48
O -0.58 1.68 -0.20
S -2.39 -0.10 -0.02
O -2.64 -1.46 -0.39
O -2.94 0.26 1.29
O -2.87 0.83 -1.04
H 0.72 0.30 -1.49
H 0.49 -1.42 -1.00
H -0.81 -0.38 -1.88
H 0.03 0.92 2.19
H 1.08 0.02 1.37
H -0.45 -0.75 1.91
H -1.51 2.07 -0.26
*
```

Electronic structure analysis, Löwdin charges in units of e: atom 1 (C): -0.057, atom 2 (C): -0.656, atom 3 (C): -0.045, atom 4 (O): -0.092, atom 5 (S): 0.409, atom 6 (O): -0.352, atom 7 (O): -0.380, atom 8 (O): -0.384, atom 9 (H): 0.090, atom 10 (H): 0.057, atom 11 (H): 0.094, atom 12 (H): 0.088, atom 13 (H): 0.073, atom 14 (H): 0.038, atom 15 (H): 0.117


(2) is preferred energetically. Next in line: 73.5 kcal/mol higher.


(1)
Below is C3H4S2 as an isolated structure, with properties calculated with ωB97M-V/def2-TZVPD.

Properties
Kohn-Sham gap, eV: 9.391
LUMO, eV: 0.74

```
! wB97M-V def2-TZVPD RIJCOSX def2/J DEFGRID3
* xyz 0 1
C 0.52 -0.39 0.76
C -0.48 0.48 -0.04
C -1.16 -0.74 -0.79
S -0.22 -1.90 0.11
S -2.25 0.30 0.32
H 1.47 -0.18 0.46
H 0.43 -0.19 1.78
H -0.19 1.33 -0.45
H -1.51 -0.88 -1.83
*
```

Electronic structure analysis, Löwdin charges in units of e: atom 1 (C): -0.435, atom 2 (C): -0.595, atom 3 (C): -0.799, atom 4 (S): 0.837, atom 5 (S): 0.778, atom 6 (H): 0.043, atom 7 (H): 0.059, atom 8 (H): 0.034, atom 9 (H): 0.077


(2)
Below is one molecule with the formula C3H4S2, with properties calculated with ωB97M-V/def2-TZVPD.

Properties
Kohn-Sham gap (alpha / beta), eV: 9.009 / 5.817
LUMO (alpha / beta), eV: -0.35 / -2.11

```
! wB97M-V def2-TZVPD RIJCOSX def2/J DEFGRID3
* xyz 0 1
C 1.01 0.13 -0.20
C 0.04 -0.71 0.65
C -1.21 -1.01 -0.02
S 2.72 -0.36 0.03
S -0.25 -2.44 -0.10
H 0.60 -0.09 -1.30
H 0.72 1.11 0.05
H 0.31 -0.60 1.64
H -1.83 -0.64 -0.85
*
```

Electronic structure analysis, Löwdin charges in units of e: atom 1 (C): -0.709, atom 2 (C): -0.590, atom 3 (C): -0.431, atom 4 (S): 0.621, atom 5 (S): 0.819, atom 6 (H): 0.102, atom 7 (H): 0.052, atom 8 (H): 0.065, atom 9 (H): 0.071


(1) is preferred energetically. Next in line: 53.7 kcal/mol higher.


(1)
Below is one molecule with the formula C3H4S2, with properties calculated with ωB97M-V/def2-TZVPD.

Properties
Kohn-Sham gap (alpha / beta), eV: 6.917 / 6.635
LUMO (alpha / beta), eV: -1.94 / -2.35

```
! wB97M-V def2-TZVPD RIJCOSX def2/J DEFGRID3
* xyz 0 1
C -0.71 0.56 1.17
C 0.65 -0.41 -0.79
C -0.61 0.02 -0.09
S -2.05 1.34 1.79
S 2.54 -0.39 -0.50
H 0.32 0.57 1.69
H 0.43 -1.56 -0.63
H 0.78 -0.08 -1.84
H -1.36 -0.05 -0.79
*
```

Electronic structure analysis, Löwdin charges in units of e: atom 1 (C): -0.706, atom 2 (C): -0.580, atom 3 (C): -0.233, atom 4 (S): 0.655, atom 5 (S): 0.545, atom 6 (H): 0.085, atom 7 (H): 0.116, atom 8 (H): 0.041, atom 9 (H): 0.077


(2)
Below is one molecule with the formula C3H4S2, with properties calculated with ωB97M-V/def2-TZVPD.

Properties
Kohn-Sham gap, eV: 8.389
SMILES: CC=C1SS1
LUMO, eV: -0.23

```
! wB97M-V def2-TZVPD RIJCOSX def2/J DEFGRID3
* xyz 0 1
C 0.93 0.28 -0.80
C 0.26 0.15 0.47
C -0.95 -0.34 0.71
S -2.25 -0.59 1.87
S -2.34 -0.89 -0.22
H 1.69 -0.44 -0.69
H 1.54 1.27 -1.08
H 0.18 0.08 -1.53
H 0.93 0.48 1.26
*
```

Electronic structure analysis, Löwdin charges in units of e: atom 1 (C): -0.121, atom 2 (C): -0.272, atom 3 (C): -1.031, atom 4 (S): 0.535, atom 5 (S): 0.523, atom 6 (H): 0.065, atom 7 (H): 0.134, atom 8 (H): 0.055, atom 9 (H): 0.112


(3)
Below is a 2-piece molecular cluster, C3H4S2 overall, with properties calculated with ωB97M-V/def2-TZVPD.

Properties
Kohn-Sham gap (alpha / beta), eV: 8.754 / 6.962
LUMO (alpha / beta), eV: -0.21 / -1.84

```
! wB97M-V def2-TZVPD RIJCOSX def2/J DEFGRID3
* xyz 0 1
C -0.93 -0.37 1.58
C 0.31 -0.20 0.79
C 0.55 0.49 -1.96
S -0.08 -1.88 0.89
S 0.41 0.44 2.53
H -2.00 0.06 1.44
H -0.30 -0.19 -1.75
H 1.56 0.05 -1.67
H 0.47 1.59 -1.85
*
```

Electronic structure analysis, Löwdin charges in units of e: atom 1 (C): -0.816, atom 2 (C): -0.855, atom 3 (C): 0.071, atom 4 (S): 0.761, atom 5 (S): 0.737, atom 6 (H): 0.113, atom 7 (H): -0.021, atom 8 (H): 0.007, atom 9 (H): 0.004


(2) is preferred energetically. Next in line: 46.6 kcal/mol higher.


(1)
Below is one molecule with the formula C3H4S2, with properties calculated with ωB97M-V/def2-TZVPD.

Properties
Kohn-Sham gap, eV: 9.509
LUMO, eV: 0.24

```
! wB97M-V def2-TZVPD RIJCOSX def2/J DEFGRID3
* xyz 0 1
C -0.21 -0.05 -0.32
C -2.65 -0.03 0.11
C 1.20 0.01 0.24
S -1.56 -1.33 -0.04
S -1.49 1.23 -0.05
H 0.05 0.00 -1.32
H 1.18 -0.15 1.39
H 1.46 0.98 0.20
H 2.02 -0.66 -0.20
*
```

Electronic structure analysis, Löwdin charges in units of e: atom 1 (C): -0.867, atom 2 (C): -0.776, atom 3 (C): -0.144, atom 4 (S): 0.758, atom 5 (S): 0.762, atom 6 (H): 0.031, atom 7 (H): 0.109, atom 8 (H): 0.015, atom 9 (H): 0.112


(2)
Below is one molecule with the formula C3H4S2, with properties calculated with ωB97M-V/def2-TZVPD.

Properties
Kohn-Sham gap, eV: 7.999
LUMO, eV: -0.17

```
! wB97M-V def2-TZVPD RIJCOSX def2/J DEFGRID3
* xyz 0 1
C -0.07 0.67 0.48
C -1.00 -0.13 0.04
C -1.68 -1.10 -0.51
S 1.62 0.68 -0.33
S 3.05 -0.49 0.39
H 0.01 1.66 0.93
H -2.35 -0.86 -1.32
H -1.59 -2.08 -0.25
H 2.02 1.65 0.56
*
```

Electronic structure analysis, Löwdin charges in units of e: atom 1 (C): -0.341, atom 2 (C): -0.159, atom 3 (C): 0.049, atom 4 (S): 0.397, atom 5 (S): -0.034, atom 6 (H): 0.056, atom 7 (H): 0.072, atom 8 (H): 0.036, atom 9 (H): -0.076


(3)
Below is C3H4S2 as an isolated structure, with properties calculated with ωB97M-V/def2-TZVPD.

Properties
Kohn-Sham gap, eV: 7.159
LUMO, eV: -1.96

```
! wB97M-V def2-TZVPD RIJCOSX def2/J DEFGRID3
* xyz 0 1
C 0.46 1.59 0.14
C 0.65 0.15 0.19
C -0.65 -0.58 0.52
H -0.06 1.97 1.13
H 1.33 1.93 0.02
H 0.05 2.29 -0.90
H -0.38 -1.65 1.39
S 2.03 -0.53 -0.20
S -2.26 -0.19 -0.22
*
```

Electronic structure analysis, Löwdin charges in units of e: atom 1 (C): -0.200, atom 2 (C): -1.010, atom 3 (C): -0.562, atom 4 (H): 0.132, atom 5 (H): -0.061, atom 6 (H): 0.197, atom 7 (H): 0.178, atom 8 (S): 0.798, atom 9 (S): 0.528


(4)
Below is one molecule with the formula C3H4S2, with properties calculated with ωB97M-V/def2-TZVPD.

Properties
Kohn-Sham gap (alpha / beta), eV: 7.498 / 7.497
SMILES: C1#[SH]=CSC1
LUMO (alpha / beta), eV: 0.11 / 0.11

```
! wB97M-V def2-TZVPD RIJCOSX def2/J DEFGRID3
* xyz 0 1
C -0.51 -0.93 -0.28
S -1.45 0.57 0.36
C 0.09 1.12 -0.53
S 1.61 0.56 0.18
C 0.77 -1.00 0.53
H -2.18 0.79 -0.79
H -0.27 1.99 -1.20
H 0.52 -1.24 1.62
H 1.40 -1.87 0.11
*
```

Electronic structure analysis, Löwdin charges in units of e: atom 1 (C): -0.351, atom 2 (S): 0.812, atom 3 (C): -0.764, atom 4 (S): 0.742, atom 5 (C): -0.659, atom 6 (H): -0.017, atom 7 (H): 0.056, atom 8 (H): 0.091, atom 9 (H): 0.091


(1) is preferred energetically. Next in line: 13.6 kcal/mol higher.


(1)
Below is a 2-piece molecular cluster, C4H10NS overall, with properties calculated with ωB97M-V/def2-TZVPD.

Properties
Kohn-Sham gap (alpha / beta), eV: 9.010 / 4.649
LUMO (alpha / beta), eV: -3.36 / -5.37

```
! wB97M-V def2-TZVPD RIJCOSX def2/J DEFGRID3
* xyz 1 1
C -3.00 -0.31 0.11
C -2.27 0.96 0.27
C -0.42 -0.73 0.16
C 3.49 -0.06 0.14
N -1.50 -0.07 -0.46
S 5.15 0.06 -0.01
H -3.15 -1.01 0.93
H -3.73 -0.39 -0.71
H -2.48 1.88 -0.18
H -1.69 1.31 1.11
H -0.40 -0.49 1.13
H -0.03 -1.66 -0.40
H 3.07 -0.58 1.09
H 2.95 0.70 -0.39
H -1.32 0.13 -1.41
H 5.35 0.25 -1.38
*
```

Electronic structure analysis, Löwdin charges in units of e: atom 1 (C): 0.098, atom 2 (C): -0.062, atom 3 (C): 0.135, atom 4 (C): -0.571, atom 5 (N): -0.077, atom 6 (S): 0.676, atom 7 (H): 0.139, atom 8 (H): 0.138, atom 9 (H): 0.127, atom 10 (H): 0.136, atom 11 (H): 0.048, atom 12 (H): 0.146, atom 13 (H): 0.032, atom 14 (H): -0.040, atom 15 (H): 0.169, atom 16 (H): -0.092


(2)
Below is a 2-piece molecular cluster, C4H10NS overall, with properties calculated with ωB97M-V/def2-TZVPD.

Properties
Kohn-Sham gap, eV: 3.991
LUMO, eV: -7.71

```
! wB97M-V def2-TZVPD RIJCOSX def2/J DEFGRID3
* xyz 1 1
C -1.21 1.30 1.76
C -1.39 1.38 0.51
C 0.07 1.42 2.63
C 0.80 -1.04 -1.98
N -0.47 -0.93 -1.38
S 1.42 -2.84 -2.08
H -2.07 1.11 2.41
H -1.30 1.44 -0.60
H 0.28 2.48 2.85
H 0.75 1.03 1.99
H -0.20 0.85 3.47
H 0.75 -0.71 -2.96
H 1.58 -0.44 -1.50
H -1.21 -1.28 -1.82
H -0.36 -1.13 -0.36
H 2.57 -2.66 -2.94
*
```

Electronic structure analysis, Löwdin charges in units of e: atom 1 (C): -0.095, atom 2 (C): 0.403, atom 3 (C): 0.041, atom 4 (C): -0.616, atom 5 (N): -0.041, atom 6 (S): 0.597, atom 7 (H): 0.177, atom 8 (H): 0.131, atom 9 (H): 0.129, atom 10 (H): 0.054, atom 11 (H): 0.089, atom 12 (H): 0.041, atom 13 (H): 0.070, atom 14 (H): 0.024, atom 15 (H): 0.094, atom 16 (H): -0.097


(2) is preferred energetically. Next in line: 15.5 kcal/mol higher.